C8H24NaO8 as an isolated structure in a non-equilibrium geometry, computed with wB97M-V/def2-TZVPD.

Calculated values
2S+1: 1
HOMO-LUMO gap in eV: 10.6
Total charge: +1
LUMO level in eV: -2.458
E_HOMO in eV: -13.0353

```
41
Properties=species:S:1:pos:R:3:forces:R:3:nbo_charge:R:1
Na 0.10714 0.60461 -0.24830 0.0 0.4 -0.1 0.91
O -1.63915 1.43873 4.44936 -0.1 1.3 1.2 -0.69
O 0.84931 -3.57519 0.44954 -0.6 1.2 0.8 -0.75
O 2.59953 -0.50838 0.48614 -0.7 -0.8 0.5 -0.74
O -1.43079 2.43546 -1.25228 -0.3 -0.8 0.2 -0.72
O -0.55320 -0.24089 -2.42007 0.5 0.2 0.4 -0.76
O -0.56592 2.19301 1.62936 1.7 0.4 0.9 -0.75
O 1.87253 1.42152 -2.00199 -0.8 0.5 0.1 -0.74
O -0.61566 -1.20105 1.08640 -0.1 -0.8 0.1 -0.76
C 2.72539 0.33246 -1.90198 2.1 -0.9 1.6 -0.10
C 0.10800 1.53735 2.78075 -0.4 -0.5 -1.7 -0.12
C -0.97724 0.77886 3.43192 -0.5 -2.6 0.6 -0.11
C 3.33719 0.18788 -0.44789 0.6 1.7 -2.1 -0.10
C -2.29365 1.39457 -1.66455 -0.2 -1.7 -3.1 -0.12
C -1.34838 -2.36175 0.66104 0.6 -1.0 -0.5 -0.09
C -1.64608 0.54385 -2.84644 -0.9 1.1 0.4 -0.09
C -0.41583 -3.25506 -0.20964 1.0 -0.1 -0.9 -0.10
H 2.27921 -0.61709 -2.19755 -0.3 0.0 -0.1 0.16
H 2.15315 1.99120 -2.72192 -0.1 0.1 0.1 0.50
H -0.14406 -2.71385 -1.11591 -0.3 0.1 -0.2 0.16
H -2.06535 2.19115 4.03244 -0.3 0.2 0.5 0.45
H 0.69787 2.05460 3.53745 -0.5 1.3 -0.2 0.21
H -1.79506 0.45483 2.78828 0.6 -0.2 -1.0 0.18
H -2.70201 0.68294 -0.94697 0.4 0.3 0.9 0.17
H -1.34973 2.61222 1.99199 -0.1 0.2 -0.2 0.47
H 1.32042 -4.16382 -0.14475 0.0 0.0 0.0 0.48
H -0.59248 -0.14792 3.85752 0.1 0.0 0.2 0.19
H 0.23233 -1.56744 1.34768 0.6 0.1 0.3 0.50
H 3.63463 0.47525 -2.48594 -0.2 0.0 -0.4 0.19
H -2.24326 -1.92952 0.21333 0.2 -0.5 -0.7 0.20
H -1.72022 -3.06556 1.40568 0.2 0.7 1.0 0.19
H 3.15894 -1.24236 0.75059 -0.5 -0.3 0.3 0.50
H -0.71224 -4.26917 -0.47760 -1.5 0.4 -0.1 0.20
H -2.03723 3.15473 -1.06126 0.4 0.4 0.3 0.49
H 0.89016 0.92471 2.33241 -0.3 -0.4 -0.3 0.18
H -0.10567 -0.48802 -3.23263 0.4 -0.2 0.2 0.49
H -3.15944 1.80989 -2.18033 -0.2 0.1 0.2 0.19
H 3.50171 1.20788 -0.10055 -0.1 0.3 0.1 0.18
H 4.34858 -0.19929 -0.57153 0.0 -0.4 0.0 0.18
H -1.40817 1.27032 -3.62345 0.7 0.2 0.1 0.18
H -2.29525 -0.15167 -3.37835 -1.0 0.2 0.6 0.18
```
Positions in Å, forces in eV/Å.